{"formula": "C33H24HgN9OS2", "method": "ωB97M-V/def2-TZVPD", "gap_ev": [5.880, 5.259], "total_charge": -2, "multiplicity": 2, "homo_ha": [-0.057, -0.058], "species": ["Hg", "C", "C", "C", "C", "C", "C", "N", "N", "C", "C", "C", "C", "C", "N", "H", "H", "H", "H", "H", "H", "H", "H", "H", "S", "C", "C", "C", "C", "C", "C", "S", "H", "H", "H", "H", "N", "C", "C", "C", "C", "C", "C", "N", "C", "C", "C", "C", "N", "C", "C", "H", "H", "H", "H", "H", "H", "H", "H", "H", "N", "C", "O", "C", "C", "N", "C", "N", "H", "H"], "coordinates": [[0.41, -1.53, -0.75], [5.39, 3.79, -0.82], [4.86, 3.66, 0.48], [3.87, 2.79, 0.76], [3.23, 1.93, -0.30], [3.90, 2.08, -1.65], [4.89, 2.97, -1.86], [0.79, 1.53, 0.35], [-0.26, 2.28, 0.94], [-0.85, 1.60, 1.90], [-1.94, 2.24, 2.59], [-2.55, 1.62, 3.64], [-2.13, 0.33, 4.04], [-1.10, -0.24, 3.29], [-0.50, 0.32, 2.25], [6.18, 4.50, -1.02], [5.25, 4.29, 1.28], [3.44, 2.70, 1.76], [3.49, 1.46, -2.43], [5.30, 3.07, -2.86], [-2.24, 3.23, 2.26], [-3.36, 2.11, 4.16], [-2.56, -0.18, 4.89], [-0.76, -1.25, 3.53], [-0.48, -2.92, 0.96], [-1.06, -4.29, 0.02], [-1.82, -5.22, 0.73], [-2.39, -6.33, 0.13], [-2.20, -6.53, -1.23], [-1.44, -5.62, -1.95], [-0.84, -4.50, -1.37], [0.10, -3.46, -2.43], [-1.98, -5.04, 1.79], [-3.00, -7.01, 0.72], [-2.65, -7.38, -1.73], [-1.29, -5.78, -3.01], [-3.62, -2.76, 2.44], [-4.11, -3.81, 3.17], [-3.97, -4.19, 4.50], [-4.62, -5.35, 4.89], [-5.39, -6.10, 3.99], [-5.52, -5.72, 2.67], [-4.87, -4.56, 2.25], [-4.84, -3.96, 1.00], [-4.07, -2.91, 1.16], [-3.69, -1.96, 0.11], [-3.40, -0.64, 0.42], [-2.98, 0.20, -0.61], [-2.79, -0.22, -1.86], [-3.06, -1.50, -2.13], [-3.54, -2.40, -1.20], [-2.97, -2.04, 2.76], [-3.36, -3.62, 5.19], [-4.53, -5.68, 5.92], [-5.88, -7.00, 4.34], [-6.11, -6.30, 1.96], [-3.47, -0.25, 1.42], [-2.75, 1.24, -0.40], [-2.84, -1.83, -3.14], [-3.73, -3.43, -1.46], [-0.33, 1.97, -1.82], [0.74, 1.36, -1.10], [1.20, 0.22, -1.62], [1.74, 2.31, -0.45], [1.55, 3.73, -0.64], [1.42, 4.86, -0.83], [3.38, 0.52, 0.14], [3.66, -0.52, 0.52], [-0.90, 2.50, -1.15], [-0.90, 1.24, -2.23]]}